Arrangement 1

Below is a cluster of 2 separate species, C4H14NO2 in total, with properties calculated with ωB97M-V/def2-TZVPD.

The geometry in ORCA input format:
```
! RIJCOSX wB97M-V def2-TZVPD def2/J DEFGRID3
* xyz 1 1
C 1.196 -1.499 -1.264
O 0.512 -2.765 -1.231
C 0.608 -0.512 -0.261
C 1.089 0.919 -0.504
C 0.736 1.886 0.608
N -0.895 -0.598 -0.250
H 2.234 -1.630 -1.008
H 0.994 -1.153 -2.275
H 0.578 -3.159 -0.353
H 0.893 -0.828 0.711
H 2.170 0.863 -0.641
H 0.672 1.276 -1.437
H 1.180 2.868 0.441
H -0.345 2.050 0.663
H 1.109 1.662 1.616
H -1.354 -1.002 -1.073
H -1.350 0.249 0.112
H -1.153 -1.278 0.464
H -3.214 1.612 1.608
H -2.991 0.204 2.366
O -2.669 0.832 1.710
*
```

Summary:
- E_LUMO: -3.333 eV
- Kohn-Sham gap: 0.4246 Eh

Table of Löwdin atomic charges, one value per atom, all in e: number 1, C, carries -0.177; number 2, O, carries -0.048; number 3, C, carries -0.289; number 4, C, carries -0.194; number 5, C, carries -0.086; number 6, N, carries 0.232; number 7, H, carries 0.135; number 8, H, carries 0.141; number 9, H, carries 0.098; number 10, H, carries 0.146; number 11, H, carries 0.132; number 12, H, carries 0.125; number 13, H, carries 0.087; number 14, H, carries 0.062; number 15, H, carries 0.094; number 16, H, carries 0.181; number 17, H, carries 0.118; number 18, H, carries 0.163; number 19, H, carries 0.060; number 20, H, carries 0.062; number 21, O, carries -0.041

Arrangement 2

Below is a cluster of 3 separate species, C4H14NO2 in total, with properties calculated with ωB97M-V/def2-TZVPD.

The geometry in ORCA input format:
```
! RIJCOSX wB97M-V def2-TZVPD def2/J DEFGRID3
* xyz 1 1
C -2.548 -1.032 0.222
C -1.735 0.127 1.036
C -0.904 1.108 0.116
C -0.898 2.436 -0.064
N 0.131 0.299 -0.494
H -2.445 -2.027 0.571
H -3.562 -0.735 -0.002
H -2.131 -0.944 -0.886
H -2.287 0.807 1.750
H -0.934 -0.149 1.806
H -0.898 2.811 -1.079
H -0.676 3.120 0.702
H 0.544 0.517 -1.356
H -0.040 -0.710 -0.637
H 1.125 0.263 0.036
H 3.657 1.165 -0.433
H 3.076 1.609 0.961
O 2.825 1.213 0.062
H 2.974 -3.494 -1.366
H 2.146 -3.505 -0.147
O 2.580 -2.880 -0.799
*
```

Summary:
- E_LUMO: -4.020 eV
- Kohn-Sham gap: 0.3293 Eh

Table of Löwdin atomic charges, one value per atom, all in e: number 1, C, carries -0.037; number 2, C, carries -0.152; number 3, C, carries -0.300; number 4, C, carries 0.107; number 5, N, carries 0.170; number 6, H, carries 0.054; number 7, H, carries 0.066; number 8, H, carries 0.100; number 9, H, carries 0.121; number 10, H, carries 0.119; number 11, H, carries 0.082; number 12, H, carries 0.074; number 13, H, carries 0.138; number 14, H, carries 0.152; number 15, H, carries 0.194; number 16, H, carries 0.068; number 17, H, carries 0.110; number 18, O, carries -0.075; number 19, H, carries 0.000; number 20, H, carries 0.074; number 21, O, carries -0.065

Arrangement 3

Below is a cluster of 2 separate species, C4H14NO2 in total, with properties calculated with ωB97M-V/def2-TZVPD.

The geometry in ORCA input format:
```
! RIJCOSX wB97M-V def2-TZVPD def2/J DEFGRID3
* xyz 1 1
C 0.852 -0.957 0.231
C -0.585 -1.000 -0.223
C -1.032 0.302 -0.949
C -0.079 0.695 -2.052
O 0.020 -0.426 -2.957
N 1.140 0.093 1.251
H 1.435 -0.909 -0.687
H 1.191 -1.931 0.601
H -0.670 -1.882 -0.857
H -1.233 -1.157 0.650
H -1.137 1.143 -0.236
H -2.102 0.203 -1.110
H -0.576 1.504 -2.611
H 0.933 0.983 -1.781
H 0.663 -0.152 -3.605
H 0.408 0.373 2.005
H 1.259 0.935 0.687
H 2.028 -0.061 1.718
H -1.227 0.098 3.033
H -0.803 1.487 3.629
O -0.485 0.659 3.264
*
```

Summary:
- E_LUMO: -3.280 eV
- Kohn-Sham gap: 0.3872 Eh

Table of Löwdin atomic charges, one value per atom, all in e: number 1, C, carries -0.181; number 2, C, carries -0.178; number 3, C, carries -0.174; number 4, C, carries -0.250; number 5, O, carries -0.056; number 6, N, carries 0.180; number 7, H, carries 0.125; number 8, H, carries 0.137; number 9, H, carries 0.128; number 10, H, carries 0.112; number 11, H, carries 0.114; number 12, H, carries 0.123; number 13, H, carries 0.130; number 14, H, carries 0.110; number 15, H, carries 0.086; number 16, H, carries 0.101; number 17, H, carries 0.154; number 18, H, carries 0.166; number 19, H, carries 0.079; number 20, H, carries 0.094; number 21, O, carries 0.000

Most favorable first, least favorable last: arrangement 1, arrangement 3, arrangement 2

Arrangement 1

Below is an isolated molecule of C9H9NS, with properties calculated with ωB97M-V/def2-TZVPD.

The geometry in ORCA input format:
```
! RIJCOSX wB97M-V def2-TZVPD def2/J DEFGRID3
* xyz 0 1
C -2.758 -0.104 -1.545
C -1.668 0.525 -1.336
C -0.464 1.206 -1.747
C -0.576 0.701 -0.316
C -1.030 1.689 0.662
C -0.965 1.376 1.961
S -0.183 -0.231 2.212
C 0.273 -0.206 0.442
C 1.545 -0.480 0.411
N 2.674 -0.847 0.646
C 3.090 -2.258 0.817
H -3.252 -0.670 -0.757
H -3.219 -0.046 -2.654
H -0.427 2.253 -2.024
H 0.277 0.652 -2.518
H -1.599 2.446 0.226
H -1.421 1.720 2.952
H 3.504 -2.278 1.715
H 3.945 -2.419 0.095
H 2.255 -3.029 0.760
*
```

Summary:
- E_LUMO: 0.818 eV
- Kohn-Sham gap: 0.3053 Eh

Table of Löwdin atomic charges, one value per atom, all in e: number 1, C, carries 0.056; number 2, C, carries -0.278; number 3, C, carries -0.029; number 4, C, carries -0.405; number 5, C, carries -0.145; number 6, C, carries -0.349; number 7, S, carries 0.908; number 8, C, carries -0.406; number 9, C, carries -0.185; number 10, N, carries 0.039; number 11, C, carries -0.078; number 12, H, carries 0.071; number 13, H, carries 0.119; number 14, H, carries 0.104; number 15, H, carries 0.166; number 16, H, carries 0.103; number 17, H, carries 0.090; number 18, H, carries 0.013; number 19, H, carries 0.099; number 20, H, carries 0.109

Arrangement 2

Below is an isolated molecule of C9H9NS, with properties calculated with ωB97M-V/def2-TZVPD.

The geometry in ORCA input format:
```
! RIJCOSX wB97M-V def2-TZVPD def2/J DEFGRID3
* xyz 0 1
C 2.848 0.049 -0.209
C 2.919 1.427 -0.010
C 1.699 -0.712 -0.125
C 1.678 2.011 0.267
C 0.435 -0.117 0.040
C 0.467 1.308 0.283
C -2.194 0.741 0.113
C -3.341 0.277 -0.278
C -1.270 -2.039 0.043
N -0.686 -0.748 -0.217
S -1.159 1.933 0.664
H 3.921 -0.490 -0.104
H 3.792 2.090 -0.151
H 1.786 -1.874 -0.166
H 1.552 3.136 0.270
H -4.153 0.941 -0.374
H -3.591 -0.790 -0.227
H -1.518 -2.422 -0.950
H -0.798 -2.730 0.777
H -2.385 -1.992 0.354
*
```

Summary:
- E_LUMO: 0.152 eV
- Kohn-Sham gap: 0.2792 Eh

Table of Löwdin atomic charges, one value per atom, all in e: number 1, C, carries -0.141; number 2, C, carries -0.126; number 3, C, carries -0.057; number 4, C, carries -0.126; number 5, C, carries -0.365; number 6, C, carries -0.435; number 7, C, carries -0.448; number 8, C, carries -0.045; number 9, C, carries -0.119; number 10, N, carries -0.015; number 11, S, carries 1.016; number 12, H, carries 0.145; number 13, H, carries 0.106; number 14, H, carries 0.139; number 15, H, carries 0.120; number 16, H, carries 0.050; number 17, H, carries 0.055; number 18, H, carries 0.080; number 19, H, carries 0.094; number 20, H, carries 0.074

Most favorable first, least favorable last: arrangement 2, arrangement 1

Arrangement 1

Below is a cluster of 2 separate species, C3H5ClN2O2 in total, with properties calculated with ωB97M-V/def2-TZVPD.

The geometry in ORCA input format:
```
! RIJCOSX wB97M-V def2-TZVPD def2/J DEFGRID3
* xyz 0 1
C -0.920 0.759 1.588
C 0.525 -0.282 -0.096
C -0.756 -0.443 -0.780
H 1.122 2.095 2.208
H -1.806 0.518 1.013
H 1.641 -1.178 -1.480
H -1.242 -1.215 -0.335
H -1.328 0.438 -1.016
N 0.288 0.417 1.030
N 1.642 -0.798 -0.482
O 1.388 0.795 1.811
O -0.956 1.584 2.521
Cl -0.496 -1.013 -2.539
*
```

Summary:
- E_LUMO: -0.234 eV
- Kohn-Sham gap: 0.3536 Eh

Table of Löwdin atomic charges, one value per atom, all in e: number 1, C, carries -0.235; number 2, C, carries -0.483; number 3, C, carries -0.436; number 4, H, carries 0.340; number 5, H, carries 0.129; number 6, H, carries 0.040; number 7, H, carries 0.055; number 8, H, carries 0.072; number 9, N, carries -0.127; number 10, N, carries 0.150; number 11, O, carries -0.061; number 12, O, carries 0.011; number 13, Cl, carries 0.545

Arrangement 2

Below is an isolated molecule of C3H5ClN2O2, with properties calculated with ωB97M-V/def2-TZVPD.

The geometry in ORCA input format:
```
! RIJCOSX wB97M-V def2-TZVPD def2/J DEFGRID3
* xyz 0 1
C -1.899 -0.598 -0.263
N -0.661 0.203 -0.035
C 0.418 -0.617 -0.066
O 0.544 -1.743 -0.391
C 1.769 0.244 0.474
Cl 3.209 -0.668 0.198
N 1.686 1.300 -0.379
O 0.936 2.240 -0.068
H -2.519 0.145 -0.701
H -1.723 -1.403 -0.850
H -2.419 -0.870 0.602
H -0.752 1.235 0.035
H 1.413 0.532 1.444
*
```

Summary:
- E_LUMO (alpha / beta): -0.771 / -0.771 eV
- Kohn-Sham gap (alpha / beta): 0.3298 / 0.3299 Eh

Table of Löwdin atomic charges, one value per atom, all in e: number 1, C, carries -0.020; number 2, N, carries 0.041; number 3, C, carries -0.490; number 4, O, carries 0.106; number 5, C, carries -0.696; number 6, Cl, carries 0.722; number 7, N, carries -0.088; number 8, O, carries -0.036; number 9, H, carries 0.081; number 10, H, carries 0.051; number 11, H, carries 0.073; number 12, H, carries 0.140; number 13, H, carries 0.118

Most favorable first, least favorable last: arrangement 2, arrangement 1

Arrangement 1

Below is a cluster of 2 separate species, C2H4O2S in total, with properties calculated with ωB97M-V/def2-TZVPD.

The geometry in ORCA input format:
```
! RIJCOSX wB97M-V def2-TZVPD def2/J DEFGRID3
* xyz 0 1
C -0.125 -0.161 -1.353
C 0.816 -0.689 -0.540
O -0.529 1.863 1.453
O -1.586 -0.229 2.144
S -0.367 0.485 1.911
H -0.077 0.876 -1.164
H -0.669 -0.608 -2.149
H 1.267 -1.678 -0.350
H 1.272 0.141 0.048
*
```

Summary:
- E_LUMO: -0.971 eV
- Kohn-Sham gap: 0.3518 Eh

Table of Löwdin atomic charges, one value per atom, all in e: number 1, C, carries -0.047; number 2, C, carries -0.124; number 3, O, carries -0.434; number 4, O, carries -0.417; number 5, S, carries 0.861; number 6, H, carries 0.030; number 7, H, carries 0.048; number 8, H, carries 0.064; number 9, H, carries 0.019

Arrangement 2

Below is a cluster of 2 separate species, C2H4O2S in total, with properties calculated with ωB97M-V/def2-TZVPD.

The geometry in ORCA input format:
```
! RIJCOSX wB97M-V def2-TZVPD def2/J DEFGRID3
* xyz 0 1
C -0.011 -0.088 0.365
C 0.079 1.324 0.608
O -1.616 -2.575 -1.689
O 0.872 -0.600 -0.434
S -1.138 -2.933 -0.337
H 0.229 1.460 1.694
H -0.952 1.599 0.567
H 0.984 1.721 -0.001
H 1.553 0.092 -0.773
*
```

Summary:
- E_LUMO (alpha / beta): -0.713 / -0.741 eV
- Kohn-Sham gap (alpha / beta): 0.2740 / 0.2752 Eh

Table of Löwdin atomic charges, one value per atom, all in e: number 1, C, carries -0.257; number 2, C, carries -0.118; number 3, O, carries -0.694; number 4, O, carries -0.043; number 5, S, carries 0.705; number 6, H, carries 0.095; number 7, H, carries 0.073; number 8, H, carries 0.106; number 9, H, carries 0.133

Most favorable first, least favorable last: arrangement 1, arrangement 2